# 1
Below is 13 unconnected molecules or ions with the total composition C52H139N9O19 at a distorted geometry, with properties calculated with ωB97M-V/def2-TZVPD.

- Kohn-Sham gap: 8.8 eV
- Electronic energy: -108481.6157 eV
- Lowest unoccupied orbital energy: 0.43 eV
- ΔE to the lowest compared entry with this formula, charge and spin: 0.0 kcal/mol

Last column: Mulliken charge in e.
Geometry (Å):
C -7.215 3.609 6.607  -0.73
O -6.400 3.277 5.498  -0.30
C -5.015 3.375 5.765  -0.87
C -4.264 2.478 4.814  -0.10
N -4.364 1.086 5.185  -0.44
C -3.953 0.221 4.067  0.19
C -3.835 -1.218 4.485  -0.15
O -5.019 -1.889 4.236  -0.34
C -4.942 -3.241 4.651  -0.69
H -8.228 3.322 6.342  0.24
H -7.160 4.686 6.802  0.28
H -6.900 3.045 7.492  0.33
H -4.828 3.002 6.788  0.37
H -4.705 4.423 5.708  0.45
H -3.222 2.810 4.767  0.23
H -4.687 2.670 3.808  0.21
H -5.363 0.917 5.319  0.28
H -2.988 0.600 3.727  -0.36
H -4.676 0.288 3.240  0.42
H -3.538 -1.283 5.544  0.39
H -2.979 -1.700 3.984  -0.11
H -4.137 -3.796 4.149  0.20
H -5.887 -3.717 4.401  0.27
H -4.763 -3.269 5.736  0.32
C 0.647 -2.075 -2.990  2.14
O -0.649 -2.611 -2.781  -0.17
C -1.702 -1.798 -3.283  -1.59
C -1.886 -0.501 -2.494  0.74
N -1.881 -0.750 -1.052  2.03
C -2.039 0.520 -0.337  -0.09
C -1.672 0.460 1.135  -1.44
O -0.301 0.548 1.294  2.03
C 0.016 0.417 2.645  -1.01
H 0.797 -1.113 -2.471  -0.34
H 0.862 -1.911 -4.057  0.56
H 1.359 -2.780 -2.562  -1.95
H -2.606 -2.410 -3.201  0.57
H -1.523 -1.651 -4.357  0.34
H -2.752 0.037 -2.861  -0.08
H -1.002 0.081 -2.799  -0.10
H -0.949 -1.139 -0.891  -1.03
H -3.009 0.979 -0.500  0.60
H -1.287 1.215 -0.763  -0.78
H -2.091 -0.492 1.503  -0.07
H -2.271 1.259 1.591  0.16
H -0.493 1.145 3.284  -0.02
H 1.091 0.583 2.742  0.12
H -0.184 -0.584 3.048  -0.02
C 8.062 5.292 0.906  -0.80
O 6.801 5.336 0.275  -0.37
C 6.705 4.427 -0.783  -0.54
C 5.320 4.508 -1.353  -0.78
N 4.387 3.973 -0.347  0.04
C 3.020 3.981 -0.882  -0.64
C 2.073 3.468 0.164  1.37
O 1.888 4.451 1.149  -0.59
C 1.323 3.900 2.308  -0.07
H 8.835 4.987 0.193  0.38
H 8.113 4.616 1.766  0.24
H 8.282 6.307 1.236  0.26
H 6.857 3.412 -0.394  0.33
H 7.458 4.572 -1.570  0.49
H 5.169 3.938 -2.268  0.41
H 5.040 5.551 -1.565  0.32
H 4.306 4.646 0.416  0.02
H 2.955 3.360 -1.778  -0.05
H 2.756 5.011 -1.169  0.41
H 2.506 2.558 0.606  0.05
H 1.114 3.169 -0.291  -0.84
H 0.270 3.660 2.154  -0.22
H 1.433 4.661 3.076  0.42
H 1.888 3.026 2.638  0.00
C 4.947 5.261 3.179  -0.24
O 4.809 4.032 3.849  -0.32
C 4.006 4.095 4.996  -0.58
C 3.973 2.724 5.599  -0.42
N 3.335 1.776 4.690  -0.08
C 3.355 0.365 5.175  -0.64
C 2.513 0.106 6.384  -0.47
O 3.179 0.652 7.517  -0.33
C 2.404 0.552 8.677  -0.66
H 5.582 5.132 2.308  -0.26
H 5.463 5.966 3.855  0.36
H 3.981 5.701 2.905  0.31
H 3.025 4.515 4.740  0.02
H 4.454 4.782 5.734  0.47
H 3.439 2.816 6.544  0.28
H 5.001 2.412 5.833  0.54
H 3.927 1.842 3.863  0.19
H 4.420 0.168 5.368  0.53
H 3.061 -0.236 4.316  -0.01
H 2.501 -0.982 6.557  0.50
H 1.491 0.491 6.315  0.29
H 3.042 0.810 9.518  0.24
H 2.042 -0.473 8.810  0.31
H 1.561 1.250 8.649  0.20
C 0.697 -13.940 -4.027  -0.68
O -0.316 -13.155 -3.473  -0.35
C 0.120 -12.339 -2.436  -0.66
C 1.218 -11.332 -2.767  -0.33
N 0.657 -9.998 -3.000  -0.19
C 1.636 -8.950 -3.141  -0.69
C 0.938 -7.601 -3.133  -0.44
O 1.923 -6.627 -3.407  -0.44
C 1.537 -5.298 -3.147  -0.03
H 1.476 -13.350 -4.519  0.25
H 0.260 -14.578 -4.789  0.25
H 1.136 -14.549 -3.228  0.32
H 0.510 -12.965 -1.614  0.35
H -0.725 -11.815 -1.998  0.39
H 1.829 -11.625 -3.634  0.20
H 1.884 -11.240 -1.907  0.34
H 0.009 -10.026 -3.776  0.21
H 2.244 -9.088 -4.048  0.33
H 2.334 -8.889 -2.302  0.26
H 0.448 -7.469 -2.161  0.30
H 0.172 -7.536 -3.924  0.26
H 0.687 -5.005 -3.777  0.36
H 2.407 -4.698 -3.406  -0.15
H 1.282 -5.125 -2.094  0.22
C 1.023 2.031 -2.953  -0.19
O -0.174 2.643 -3.399  0.08
C -0.183 4.019 -3.073  -0.16
C -1.412 4.772 -3.542  -1.60
N -2.635 4.035 -3.206  1.55
C -3.851 4.665 -3.702  -0.57
C -4.163 5.929 -2.957  -0.61
O -5.337 6.489 -3.453  -0.38
C -5.905 7.402 -2.568  -0.76
H 1.199 1.112 -3.516  -0.65
H 0.979 1.854 -1.873  -0.14
H 1.915 2.637 -3.185  0.74
H 0.698 4.473 -3.555  0.69
H -0.090 4.212 -1.997  -0.10
H -1.450 5.089 -4.601  0.38
H -1.344 5.714 -2.984  0.58
H -2.564 3.136 -3.718  -0.71
H -4.668 3.965 -3.542  0.28
H -3.776 4.855 -4.786  0.37
H -3.331 6.645 -2.975  0.38
H -4.308 5.639 -1.905  0.31
H -5.163 8.072 -2.116  0.30
H -6.378 6.889 -1.712  0.30
H -6.697 7.948 -3.069  0.27
C -2.114 4.213 0.462  -0.42
O -3.096 3.617 -0.357  -0.56
H -2.372 4.166 1.516  0.43
H -1.118 3.748 0.325  -0.16
H -1.935 5.260 0.159  0.35
H -2.892 3.751 -1.306  0.02
C 1.710 -0.701 -6.435  -0.64
O 0.325 -0.791 -6.578  -0.56
H 2.190 -0.094 -7.212  0.31
H 1.984 -0.312 -5.447  0.08
H 2.107 -1.711 -6.538  0.28
H -0.082 0.124 -6.481  0.55
C 0.511 3.357 6.344  -0.58
O 0.551 2.535 5.189  0.02
H 0.691 2.776 7.264  0.01
H 1.301 4.119 6.368  0.22
H -0.471 3.820 6.389  0.27
H 1.501 2.246 5.077  -0.09
C -5.277 -1.554 -0.597  -0.61
O -4.393 -2.158 -1.514  -0.66
H -5.340 -2.133 0.333  0.22
H -5.002 -0.515 -0.374  0.09
H -6.294 -1.499 -0.998  0.36
H -3.506 -1.747 -1.391  0.31
C -2.145 2.012 -8.114  -1.60
C -2.080 2.210 -6.599  1.00
C -3.140 1.325 -5.968  -1.27
O -3.211 1.604 -4.585  0.63
C -4.384 1.088 -3.995  -1.48
N -0.743 1.789 -6.107  -0.17
H -1.497 2.706 -8.647  0.39
H -3.172 2.089 -8.479  0.40
H -1.825 0.993 -8.347  0.35
H -2.278 3.250 -6.305  -0.04
H -3.008 0.248 -6.135  0.27
H -4.102 1.566 -6.450  0.47
H -4.366 -0.010 -4.071  0.49
H -5.276 1.504 -4.470  0.24
H -4.418 1.264 -2.919  0.30
H -0.069 2.489 -6.443  0.31
H -0.732 2.012 -5.087  -0.22
C -2.261 -4.398 0.898  -1.74
C -0.924 -3.669 0.967  2.32
C -0.188 -3.904 2.261  -1.35
O 0.817 -2.900 2.469  0.16
C 1.803 -3.288 3.385  -0.75
N -0.092 -4.005 -0.212  -0.57
H -2.991 -3.962 1.584  0.20
H -2.120 -5.466 1.077  0.37
H -2.699 -4.255 -0.092  0.39
H -1.170 -2.592 0.918  -0.80
H 0.211 -4.932 2.274  0.48
H -0.889 -3.863 3.112  0.35
H 2.359 -4.165 3.038  0.34
H 1.379 -3.527 4.374  0.29
H 2.450 -2.430 3.567  -0.05
H 0.684 -3.348 -0.165  -0.05
H -0.603 -3.642 -1.020  0.38
C 4.347 -1.114 0.625  -1.68
C 3.335 -1.564 -0.428  0.83
C 3.577 -2.995 -0.844  -0.04
O 4.873 -3.178 -1.415  -0.52
C 4.950 -2.798 -2.773  -0.50
N 1.965 -1.508 0.167  1.26
H 4.274 -0.050 0.863  0.25
H 5.389 -1.257 0.283  0.45
H 4.321 -1.696 1.549  0.21
H 3.360 -0.894 -1.292  0.24
H 2.807 -3.385 -1.517  -0.45
H 3.629 -3.658 0.027  0.21
H 5.978 -2.883 -3.121  0.31
H 4.602 -1.769 -2.899  0.22
H 4.375 -3.494 -3.399  0.14
H 1.870 -2.191 0.950  -0.49
H 1.818 -0.597 0.584  -0.91

---

# 2
Below is a molecular structure, C52H140AsF6N9O9 at a distorted geometry, with properties calculated with ωB97M-V/def2-TZVPD.

- Total charge: +8
- Kohn-Sham gap: 7.7 eV
- Electronic energy: -165083.1643 eV
- Lowest unoccupied orbital energy: -14.37 eV

Last column: Mulliken charge in e.
Geometry (Å):
C 5.015 -4.124 -0.167  -1.03
C 3.839 -3.633 -1.020  -0.40
N 4.000 -2.326 -1.786  0.93
C 4.305 -1.265 -0.771  -1.41
C 5.238 -2.389 -2.698  -0.44
C 5.471 -3.747 -3.405  -1.02
C 2.799 -1.843 -2.555  0.66
C 2.338 -2.697 -3.762  -0.97
O 2.037 -3.970 -3.297  -0.03
C 1.545 -4.796 -4.398  -0.94
H 5.493 -3.334 0.406  0.25
H 5.778 -4.578 -0.796  0.37
H 4.669 -4.944 0.458  0.10
H 2.916 -3.431 -0.467  -0.16
H 3.504 -4.429 -1.681  0.50
H 3.581 -1.286 0.043  0.11
H 4.541 -0.356 -1.319  0.77
H 5.222 -1.509 -0.234  0.51
H 6.080 -2.070 -2.082  0.48
H 5.273 -1.553 -3.402  0.47
H 6.374 -3.544 -3.981  0.52
H 4.659 -4.101 -4.035  0.17
H 5.692 -4.580 -2.745  0.20
H 2.943 -0.796 -2.824  0.13
H 1.944 -1.741 -1.878  -0.52
H 3.152 -2.694 -4.493  0.39
H 1.493 -2.100 -4.129  0.35
H 0.836 -4.169 -4.944  0.31
H 0.977 -5.628 -3.994  0.29
H 2.332 -5.138 -5.067  0.36
C -3.643 -3.497 1.674  -0.95
C -4.072 -3.033 0.298  -0.70
N -3.782 -3.966 -0.855  0.95
C -4.518 -3.492 -2.110  -0.92
C -2.295 -3.978 -1.139  0.91
C -1.826 -4.985 -2.179  -1.77
C -4.187 -5.405 -0.573  -0.71
C -5.698 -5.631 -0.261  -0.88
O -6.453 -5.146 -1.342  -0.31
C -7.868 -5.193 -1.078  -0.77
H -4.355 -4.184 2.116  0.43
H -3.484 -2.560 2.214  0.27
H -2.598 -3.816 1.706  0.00
H -3.588 -2.095 0.029  0.68
H -5.155 -2.919 0.323  0.37
H -3.932 -2.622 -2.423  0.26
H -5.442 -2.995 -1.833  0.36
H -4.602 -4.276 -2.849  0.40
H -1.704 -4.212 -0.254  -0.10
H -1.956 -3.010 -1.510  -0.38
H -0.805 -4.758 -2.492  0.29
H -2.381 -4.868 -3.113  0.34
H -1.882 -6.005 -1.808  0.48
H -3.607 -5.797 0.260  0.33
H -4.006 -5.966 -1.486  0.53
H -5.922 -5.156 0.701  0.38
H -5.905 -6.693 -0.110  0.51
H -8.335 -4.323 -1.536  0.28
H -8.038 -5.196 -0.001  0.35
H -8.350 -6.071 -1.510  0.28
C 3.707 -2.929 5.934  -1.05
C 3.327 -4.410 5.860  -0.37
N 3.015 -4.988 4.492  0.19
C 4.214 -4.981 3.537  -1.19
C 2.604 -6.460 4.734  -0.24
C 3.723 -7.395 5.233  -1.18
C 1.932 -4.173 3.823  -1.17
C 1.335 -4.561 2.461  -0.25
O 2.216 -5.222 1.605  0.17
C 1.719 -6.291 0.841  -0.91
H 3.980 -2.724 6.970  0.47
H 2.851 -2.281 5.734  0.07
H 4.567 -2.640 5.332  0.33
H 2.459 -4.663 6.465  0.47
H 4.167 -5.011 6.206  0.43
H 5.090 -5.207 4.145  0.68
H 4.301 -3.948 3.219  0.26
H 4.129 -5.789 2.825  0.41
H 2.216 -6.784 3.765  0.06
H 1.711 -6.450 5.358  0.65
H 3.422 -7.684 6.236  0.35
H 4.696 -6.943 5.074  0.39
H 3.716 -8.287 4.609  0.39
H 2.448 -3.233 3.605  0.41
H 1.150 -3.821 4.496  0.51
H 0.924 -3.720 1.862  -0.28
H 0.389 -5.103 2.614  0.51
H 0.910 -6.027 0.153  0.18
H 1.473 -7.221 1.363  0.40
H 2.581 -6.587 0.234  0.27
C -4.008 7.954 0.378  -1.49
C -2.833 7.128 -0.097  0.15
N -2.278 7.516 -1.458  0.19
C -3.363 7.604 -2.492  -0.96
C -1.598 8.870 -1.369  -0.45
C -0.670 9.065 -0.159  -1.16
C -1.298 6.461 -2.004  -0.92
C -1.780 4.974 -1.896  -0.37
O -1.332 4.458 -0.657  -0.21
C -1.536 3.048 -0.514  -0.16
H -3.714 9.006 0.339  0.38
H -4.280 7.694 1.399  0.39
H -4.924 7.964 -0.214  0.34
H -3.024 6.056 -0.073  0.16
H -2.001 7.226 0.598  0.28
H -2.915 7.782 -3.466  0.46
H -4.065 8.374 -2.183  0.46
H -3.966 6.701 -2.588  0.34
H -2.392 9.602 -1.219  0.48
H -1.138 9.195 -2.301  0.50
H -0.037 8.228 0.139  0.23
H -1.271 9.335 0.714  0.35
H -0.036 9.952 -0.203  0.42
H -0.374 6.511 -1.434  0.33
H -1.220 6.583 -3.081  0.40
H -1.308 4.443 -2.726  0.54
H -2.873 5.010 -1.927  0.26
H -2.513 2.898 -0.046  -0.24
H -0.721 2.695 0.118  -0.10
H -1.498 2.478 -1.446  0.30
C -3.624 -0.080 -7.235  -1.27
C -2.210 0.497 -7.059  -0.05
C -2.015 0.919 -5.572  -0.51
O -2.007 -0.304 -4.874  -0.28
C -1.519 -0.309 -3.527  -0.46
N -1.225 -0.606 -7.502  -0.25
H -0.289 -0.229 -7.632  0.36
H -1.195 -1.308 -6.758  0.25
H -1.561 -1.033 -8.369  0.38
H -3.721 -1.033 -6.707  0.35
H -3.755 -0.417 -8.264  0.44
H -4.368 0.597 -6.828  0.36
H -2.017 1.268 -7.803  0.43
H -2.870 1.570 -5.360  0.35
H -1.152 1.513 -5.244  0.26
H -0.653 0.328 -3.314  0.33
H -1.345 -1.349 -3.267  -0.01
H -2.294 0.092 -2.867  0.31
C 4.506 4.766 -6.760  -1.45
C 3.148 4.531 -6.017  0.12
C 3.400 3.847 -4.695  -0.92
O 2.273 3.709 -3.818  -0.19
C 2.559 2.902 -2.666  -0.44
N 2.451 5.881 -5.767  -0.18
H 3.003 6.679 -6.103  0.42
H 1.619 5.890 -6.356  0.36
H 2.251 6.057 -4.783  0.27
H 4.270 5.203 -7.727  0.46
H 4.911 3.768 -6.933  0.41
H 5.245 5.264 -6.138  0.48
H 2.461 3.964 -6.640  0.27
H 4.225 4.299 -4.137  0.42
H 3.702 2.822 -4.939  0.42
H 1.699 2.704 -2.032  0.01
H 3.342 3.336 -2.041  0.36
H 2.933 1.947 -3.043  0.19
C -3.483 1.617 2.732  -0.81
C -4.208 2.956 2.568  0.16
C -5.431 2.904 1.657  -0.84
O -5.697 4.290 1.438  -0.31
C -6.526 4.591 0.324  -0.77
N -4.483 3.676 3.878  -0.03
H -5.255 3.222 4.385  0.41
H -3.742 3.634 4.580  0.28
H -4.784 4.636 3.688  0.39
H -2.548 1.855 3.253  0.09
H -3.000 1.280 1.811  -0.02
H -4.076 0.793 3.120  0.61
H -3.594 3.727 2.097  0.07
H -6.354 2.479 2.059  0.55
H -5.127 2.344 0.770  0.36
H -6.066 4.211 -0.598  0.28
H -6.601 5.670 0.229  0.25
H -7.501 4.104 0.385  0.35
C -0.023 1.968 5.398  -1.19
C 0.042 0.510 5.835  0.74
C 0.253 0.280 7.339  -0.89
O 0.258 -1.134 7.479  -0.34
C 0.532 -1.621 8.805  -0.77
N -1.231 -0.250 5.466  0.03
H -1.236 -0.525 4.480  -0.02
H -1.069 -1.193 5.861  0.45
H -2.057 0.101 5.948  0.41
H -0.011 1.977 4.306  0.04
H 0.865 2.482 5.762  0.47
H -0.931 2.410 5.807  0.30
H 0.842 0.037 5.265  -0.08
H -0.548 0.648 7.986  0.42
H 1.251 0.636 7.604  0.52
H 1.361 -1.056 9.234  0.34
H 0.728 -2.683 8.694  0.24
H -0.309 -1.545 9.498  0.33
C 2.347 3.767 0.806  -1.36
C 2.760 3.015 2.069  0.56
C 3.574 1.723 1.744  0.26
O 4.496 1.502 2.765  -0.56
C 5.359 0.415 2.533  -0.60
N 3.500 3.886 3.062  -0.05
H 2.993 4.355 3.814  0.37
H 4.130 3.229 3.556  0.35
H 4.134 4.583 2.659  0.39
H 1.752 3.052 0.231  -0.10
H 3.180 4.070 0.173  0.55
H 1.646 4.595 0.916  0.55
H 1.891 2.726 2.661  -0.40
H 4.142 1.921 0.824  0.31
H 2.916 0.859 1.557  -0.09
H 4.890 -0.558 2.365  0.03
H 6.136 0.396 3.295  0.43
H 5.985 0.583 1.643  0.32
As 0.007 -0.794 0.881  2.52
F -0.953 -1.844 1.932  -0.60
F 0.403 -2.166 -0.077  -0.55
F 1.014 0.232 -0.156  -0.36
F -0.361 0.670 1.817  -0.56
F 1.420 -1.100 1.897  -0.49
F -1.438 -0.484 -0.083  -0.70

---

Which of these has the highest lowest unoccupied orbital energy? C52H139N9O19